No. 1
This record from OMol25 describes 2 unconnected molecules or ions with the total composition C5H11O in a non-equilibrium geometry. The level of theory is ωB97M-V with the def2-TZVPD basis set.

Element x y z (Å)
C 0.177 -1.174 0.767
C 0.485 0.179 0.346
C -0.422 1.325 0.428
C 1.888 0.587 0.106
C -1.192 -1.141 -1.235
O 0.109 -0.993 -0.631
H 0.783 -1.988 1.131
H -1.152 -1.195 1.453
H -1.446 1.097 0.942
H -0.591 1.706 -0.618
H 0.001 2.192 0.952
H 1.991 0.833 -0.899
H 2.552 -0.215 0.224
H 2.094 1.393 0.682
H -1.950 -1.055 -0.444
H -1.366 -0.359 -2.036
H -1.271 -2.127 -1.861

Properties
total energy	-7399.85429	eV
charge	+1
energy relative to the best compared isomer or geometry (same formula, charge and spin)	2.397	eV
Kohn-Sham gap	13.375	eV

=====

No. 2
This record from OMol25 describes 2 unconnected molecules or ions with the total composition C5H11O2 in a non-equilibrium geometry. The level of theory is ωB97M-V with the def2-TZVPD basis set.

Element x y z (Å)
C 0.467 0.107 1.384
C 1.684 -0.720 0.951
C 0.693 1.228 2.383
H 0.261 0.709 0.488
H -0.410 -0.488 1.591
H 2.587 -0.270 1.406
H -0.288 1.510 2.783
H 1.287 0.925 3.256
H 1.780 -0.928 -0.109
H 1.756 -1.659 1.532
H 1.199 2.099 1.954
C -1.549 0.236 -2.863
C -1.639 -1.176 -2.143
O -2.780 -1.540 -1.804
O -0.543 -1.765 -1.988
H -1.010 0.954 -2.212
H -2.589 0.554 -2.887
H -0.906 0.223 -3.722

Properties
total energy	-9459.29576	eV
charge	-1
energy relative to the best compared isomer or geometry (same formula, charge and spin)	0.733	eV
Kohn-Sham gap	7.347	eV

=====

No. 3
This record from OMol25 describes 2 unconnected molecules or ions with the total composition C5H11O2 in a non-equilibrium geometry. The level of theory is ωB97M-V with the def2-TZVPD basis set.

Element x y z (Å)
C -1.828 -2.190 1.470
C -0.590 -1.326 1.480
H -1.633 -3.171 1.052
H -2.200 -2.318 2.494
H -2.685 -1.774 0.928
H -0.049 -1.114 0.553
H 0.171 -1.768 2.132
H -0.756 -0.325 1.885
C 0.618 1.557 -1.673
C 1.882 0.725 -1.538
C 0.105 2.153 -0.327
O -0.987 2.767 -0.445
O 0.802 1.980 0.696
H 0.733 2.354 -2.406
H -0.182 0.918 -2.048
H 2.675 1.318 -1.079
H 2.204 0.209 -2.446
H 1.718 0.005 -0.730

Properties
total energy	-9459.79499	eV
charge	-1
energy relative to the best compared isomer or geometry (same formula, charge and spin)	0.234	eV
Kohn-Sham gap	7.626	eV

=====

No. 4
This record from OMol25 describes 2 unconnected molecules or ions with the total composition C5H11O2 in a non-equilibrium geometry. The level of theory is ωB97M-V with the def2-TZVPD basis set.

Element x y z (Å)
C -0.473 0.572 0.416
O -1.118 1.749 0.537
C 0.681 0.585 -0.605
C 1.807 -0.419 -0.290
C 1.348 -1.813 -0.695
C 2.044 -2.618 -1.486
H 0.073 0.367 1.381
H -1.155 -0.297 0.277
H 1.120 1.587 -0.679
H 0.373 0.388 -1.640
H 2.792 -0.267 -0.737
H 1.938 -0.444 0.791
H 0.412 -2.072 -0.209
H 3.076 -2.369 -1.698
H 1.594 -3.452 -2.006
H -4.059 1.735 1.139
H -2.478 1.758 1.333
O -3.362 1.426 1.733

Properties
total energy	-9457.59307	eV
charge	-1
energy relative to the best compared isomer or geometry (same formula, charge and spin)	2.436	eV
Kohn-Sham gap	6.664	eV

=====

No. 5
This record from OMol25 describes 2 unconnected molecules or ions with the total composition C5H11O2 in a non-equilibrium geometry. The level of theory is ωB97M-V with the def2-TZVPD basis set.

Element x y z (Å)
C -1.356 -1.829 -1.495
C -1.131 -2.709 -0.321
H -0.486 -1.431 -1.950
H -1.698 -2.518 -2.298
H -2.277 -1.203 -1.441
H -1.846 -2.517 0.556
H -0.129 -2.492 0.154
H -1.130 -3.811 -0.432
C 1.451 2.034 0.490
C 1.274 0.698 1.076
C 0.293 2.996 0.460
O -0.302 3.095 -0.680
O -0.073 3.606 1.477
H 2.261 2.650 1.068
H 1.768 2.151 -0.578
H 0.347 0.364 0.612
H 0.989 0.972 2.095
H 2.046 -0.058 1.206

Properties
total energy	-9458.58096	eV
charge	-1
energy relative to the best compared isomer or geometry (same formula, charge and spin)	1.448	eV
Kohn-Sham gap	6.874	eV

=====

No. 6
This record from OMol25 describes 2 unconnected molecules or ions with the total composition C5H11O2 in a non-equilibrium geometry. The level of theory is ωB97M-V with the def2-TZVPD basis set.

Element x y z (Å)
C 0.615 -2.264 -0.902
C 1.767 -1.919 -0.006
C -0.087 -1.010 -1.559
O 0.187 0.143 -1.160
O -0.919 -1.337 -2.444
H 0.888 -2.869 -1.773
H -0.204 -2.898 -0.551
H 2.662 -2.530 -0.202
H 1.545 -2.150 1.048
H 2.096 -0.886 0.020
C -0.744 1.990 1.621
C -1.423 2.423 0.301
H 0.327 2.185 1.528
H -1.150 2.492 2.484
H -0.811 0.905 1.674
H -1.424 1.605 -0.415
H -0.934 3.248 -0.229
H -2.389 2.874 0.564

Properties
total energy	-9459.52908	eV
charge	-1
energy relative to the best compared isomer or geometry (same formula, charge and spin)	0.500	eV
Kohn-Sham gap	7.919	eV

=====

No. 7
This record from OMol25 describes 2 unconnected molecules or ions with the total composition C5H11O2 in a non-equilibrium geometry. The level of theory is ωB97M-V with the def2-TZVPD basis set.

Element x y z (Å)
C -0.783 -2.013 -0.595
C -1.149 -2.537 -2.011
H 0.258 -1.577 -0.750
H -1.606 -1.304 -0.172
H -0.691 -2.861 0.161
H -2.204 -2.728 -2.256
H -0.621 -3.519 -2.252
H -0.715 -2.072 -2.991
C 0.584 1.284 1.153
C -0.082 2.586 1.388
C 2.044 1.565 0.763
O 2.419 2.698 0.622
O 2.607 0.512 0.518
H 0.413 0.498 1.952
H 0.090 0.807 0.242
H -1.165 2.446 1.502
H 0.096 3.213 0.496
H 0.503 3.001 2.231

Properties
total energy	-9458.60034	eV
charge	-1
energy relative to the best compared isomer or geometry (same formula, charge and spin)	1.429	eV
Kohn-Sham gap	6.984	eV

=====

No. 8
This record from OMol25 describes 2 unconnected molecules or ions with the total composition C5H11O2 in a non-equilibrium geometry. The level of theory is ωB97M-V with the def2-TZVPD basis set.

Element x y z (Å)
C -1.334 -1.942 -0.755
C -0.057 -2.490 -0.001
H -2.167 -2.666 -0.623
H -1.506 -1.054 -0.274
H -1.264 -1.780 -1.787
H -0.264 -2.876 1.032
H 0.645 -1.577 0.108
H 0.383 -3.314 -0.492
C 0.496 1.705 -0.363
C 1.675 1.578 0.616
C -0.823 2.191 0.436
O -1.603 1.232 0.711
O -0.984 3.381 0.579
H 0.570 2.442 -1.130
H 0.253 0.694 -0.781
H 1.346 1.366 1.744
H 2.386 2.415 0.603
H 2.249 0.693 0.377

Properties
<S²>	0.750
spin multiplicity	2
total energy	-9454.87206	eV
charge	-2
energy relative to the best compared isomer or geometry (same formula, charge and spin)	1.205	eV
Kohn-Sham gap (alpha / beta)	2.490 / 7.622	eV